Record 1
ORCA calculation (the ωB97M-V functional and the def2-TZVPD basis) on 2 unconnected molecules or ions with the total composition CH5N2S in a non-equilibrium geometry.

Last column: Löwdin charge in e.
Cartesian coordinates (Å):
C -0.26645 0.10201 0.34690  -0.26
N -0.01932 -0.24587 1.58158  0.16
N 0.52204 0.07041 -0.71867  -0.37
S 0.11390 0.55701 -2.37394  0.81
H -1.57123 0.85568 0.19440  0.29
H -0.74885 -0.04828 2.26753  0.14
H 0.85734 -0.63134 1.94566  0.16
H 1.49226 -0.00015 -0.33726  0.14
H -0.37968 -0.65947 -2.90620  -0.07

Its net charge is +1. The calculation puts the energy relative to the best compared isomer or geometry (same formula, charge and spin) at 192.5 kJ/mol. For the gap between HOMO and LUMO, the calculation gives 10.37 eV. For the total energy, the calculation gives -548.46417 a.u. The calculation puts the HOMO energy at -14.739 eV.

Record 2
ORCA calculation (the ωB97M-V functional and the def2-TZVPD basis) on CH5N3 in the gas phase in a non-equilibrium geometry.

Last column: Löwdin charge in e.
Cartesian coordinates (Å):
N -1.27550 0.52481 -0.17534  0.10
C -0.15091 -0.25802 0.07550  -0.62
N 1.02449 0.52335 0.03753  0.07
N -0.17011 -1.53548 0.08902  0.09
H -2.10271 0.05157 0.16334  0.09
H -1.11366 1.42905 0.25488  0.08
H 1.12440 1.11888 -0.76578  0.08
H 1.89280 -0.00034 0.02438  0.08
H 0.77119 -1.85381 0.29647  0.03

Its net charge is 0. The calculation puts the energy relative to the best compared isomer or geometry (same formula, charge and spin) at 43.9 kJ/mol. For the gap between HOMO and LUMO, the calculation gives 10.09 eV. For the total energy, the calculation gives -205.37437 a.u. The calculation puts the HOMO energy at -9.183 eV.

Record 3
ORCA calculation (the ωB97M-V functional and the def2-TZVPD basis) on CH5N3 in the gas phase in a non-equilibrium geometry.

Last column: Löwdin charge in e.
Cartesian coordinates (Å):
C -0.63469 -0.38255 -0.02774  -0.38
H 1.91345 -0.62940 -0.78134  0.08
H 1.94614 -0.47790 0.87303  0.08
H 0.25958 1.33662 -0.42558  0.16
H -0.33418 -1.40446 -0.06917  0.10
H -1.95758 0.96017 0.18920  0.04
N 1.70657 -0.01501 0.00128  -0.01
N 0.42794 0.42383 0.05141  -0.14
N -1.85155 -0.05020 0.00164  0.06

Its net charge is 0. The calculation puts the energy relative to the best compared isomer or geometry (same formula, charge and spin) at 197.8 kJ/mol. For the gap between HOMO and LUMO, the calculation gives 10.31 eV. For the total energy, the calculation gives -205.31574 a.u. The calculation puts the HOMO energy at -9.259 eV.

Record 4
ORCA calculation (the ωB97M-V functional and the def2-TZVPD basis) on 2 unconnected molecules or ions with the total composition CH5N3 in a non-equilibrium geometry.

Last column: Löwdin charge in e.
Cartesian coordinates (Å):
C -1.10264 -0.32447 0.85487  -0.05
N 1.92331 0.91615 -1.75490  -0.06
N 0.79212 -0.69887 -0.69439  0.09
N -0.01296 0.01242 -0.04743  -0.18
H -1.41192 -1.31399 0.92193  0.06
H -0.94209 -0.01173 1.91858  0.11
H -1.96185 0.21253 0.57890  0.07
H 2.77713 0.25370 -1.63474  -0.09
H -0.06109 0.95425 -0.14283  0.06

Its net charge is 0. The calculation puts the energy relative to the best compared isomer or geometry (same formula, charge and spin) at 745.8 kJ/mol. For the gap between HOMO and LUMO (alpha / beta), the calculation gives 8.72 / 8.66 eV. For the total energy, the calculation gives -205.10704 a.u. The calculation puts the HOMO energy (alpha / beta) at -8.417 / -8.303 eV.

Record 5
ORCA calculation (the ωB97M-V functional and the def2-TZVPD basis) on CH5N3 in the gas phase in a non-equilibrium geometry.

Last column: Löwdin charge in e.
Cartesian coordinates (Å):
C 0.46713 0.70287 -1.04290  -0.21
N -0.45625 -0.98879 1.81850  -0.01
N 0.01243 -1.08048 0.69427  -0.02
N -0.61094 0.13756 -0.35314  -0.07
H 0.06497 0.98576 -2.02391  0.08
H 0.96972 1.59015 -0.53753  0.09
H 1.17040 -0.03127 -1.12547  0.03
H -0.38898 -1.90281 2.31213  0.07
H -1.22848 0.58699 0.25806  0.04

Its net charge is 0. The calculation puts the energy relative to the best compared isomer or geometry (same formula, charge and spin) at 380.0 kJ/mol. For the gap between HOMO and LUMO, the calculation gives 9.94 eV. For the total energy, the calculation gives -205.24634 a.u. The calculation puts the HOMO energy at -9.151 eV.

Record 6
ORCA calculation (the ωB97M-V functional and the def2-TZVPD basis) on CH5N3O in the gas phase in a non-equilibrium geometry.

Last column: Löwdin charge in e.
Cartesian coordinates (Å):
C 0.22763 0.83871 -0.13437  -0.23
H -2.10471 -0.90234 0.90389  0.13
H -2.24816 -0.54320 -0.82981  0.05
H -0.26208 1.84192 0.16411  0.15
H 2.33613 1.15240 0.43472  0.15
H 0.87337 -1.51998 -0.29410  0.19
N -1.88666 -0.19396 0.05972  -0.04
N -0.44677 -0.21131 -0.22115  -0.15
N 1.63197 0.53373 -0.08625  -0.06
O 1.87928 -0.99596 0.00325  -0.19

Its net charge is 0. The calculation puts the energy relative to the best compared isomer or geometry (same formula, charge and spin) at 457.8 kJ/mol. For the gap between HOMO and LUMO, the calculation gives 9.82 eV. For the total energy, the calculation gives -280.43015 a.u. The calculation puts the HOMO energy at -8.821 eV.

Record 7
ORCA calculation (the ωB97M-V functional and the def2-TZVPD basis) on 2 unconnected molecules or ions with the total composition CH5N3O2 in a non-equilibrium geometry.

Last column: Löwdin charge in e.
Cartesian coordinates (Å):
C -0.34275 1.03957 0.98372  -0.09
N 0.77200 0.23705 0.50514  -0.12
N 0.65833 -0.35039 -0.69245  -0.07
N -0.25099 -1.28285 -1.05504  -0.49
O -0.82873 -1.85302 -0.15634  0.06
O -0.34166 -1.49870 -2.23686  0.04
H -0.47411 1.88572 0.31146  0.08
H -1.28366 0.48305 1.05218  0.07
H -0.07774 1.41371 1.96982  0.08
H 1.14815 -0.40241 1.20006  0.13
H 1.02114 0.32828 -1.88170  0.33

Its net charge is 0. The calculation puts the energy relative to the best compared isomer or geometry (same formula, charge and spin) at 486.6 kJ/mol. For the gap between HOMO and LUMO, the calculation gives 10.41 eV. For the total energy, the calculation gives -355.63889 a.u. The calculation puts the HOMO energy at -10.175 eV.

Record 8
ORCA calculation (the ωB97M-V functional and the def2-TZVPD basis) on CH5N3O2 in the gas phase in a non-equilibrium geometry.

Last column: Löwdin charge in e.
Cartesian coordinates (Å):
C -0.04667 -0.25211 -1.46228  -0.06
N 0.24406 0.23783 -0.13287  -0.26
N -0.67439 0.83911 0.65627  0.04
O -0.74217 0.01510 2.07927  -0.14
N 1.57394 -0.10857 0.52734  0.01
O 1.87852 0.60787 1.41684  0.01
H -0.29396 -0.84702 2.03578  0.04
H -1.62748 0.65758 0.31803  0.11
H -1.11230 -0.17872 -1.70519  0.09
H 0.52801 0.32699 -2.19180  0.08
H 0.27244 -1.29805 -1.54139  0.08

Its net charge is 0. The calculation puts the energy relative to the best compared isomer or geometry (same formula, charge and spin) at 523.8 kJ/mol. For the gap between HOMO and LUMO (alpha / beta), the calculation gives 8.76 / 8.76 eV. For the total energy, the calculation gives -355.62471 a.u. The calculation puts the HOMO energy (alpha / beta) at -8.784 / -8.785 eV.

Record 9
ORCA calculation (the ωB97M-V functional and the def2-TZVPD basis) on CH5N3O2S in the gas phase in a non-equilibrium geometry.

Last column: Löwdin charge in e.
Cartesian coordinates (Å):
C -0.36983 -0.12293 0.23524  -0.51
H -1.30443 1.54751 -1.55116  0.13
H -2.25792 0.00935 -0.15866  0.10
H 0.22888 1.32396 1.42754  0.10
H 2.71033 -0.41077 0.29036  -0.10
H 0.60773 -2.82695 -0.59200  0.06
N -1.58259 0.63459 0.22034  -0.02
N 0.67662 0.57425 0.86103  -0.37
N -0.44491 -1.31298 -0.23757  0.07
O -1.24924 1.77119 -0.57490  -0.08
O 0.78385 -2.08826 -0.03594  -0.09
S 2.20149 0.90104 0.11573  0.71

Its net charge is 0. The calculation puts the energy relative to the best compared isomer or geometry (same formula, charge and spin) at 385.9 kJ/mol. For the gap between HOMO and LUMO, the calculation gives 9.59 eV. For the total energy, the calculation gives -753.89051 a.u. The calculation puts the HOMO energy at -8.867 eV.

Record 10
ORCA calculation (the ωB97M-V functional and the def2-TZVPD basis) on a molecular structure, CH5N3O3P in a non-equilibrium geometry.

Last column: Löwdin charge in e.
Cartesian coordinates (Å):
C 0.65185 0.41916 -0.02324  -0.18
N 1.07470 -1.17707 -0.95248  -0.15
N 0.87880 1.40239 -0.93381  0.06
N 0.71239 -2.23267 -0.17842  -0.23
O -1.93099 0.25862 -0.07009  -0.16
O -0.93348 0.11349 2.29256  -0.37
O -0.80710 2.29832 0.98281  -0.36
P -0.77297 0.82435 0.99669  0.19
H 1.22483 1.21204 -1.86405  0.10
H 0.38128 2.19405 -0.73922  0.02
H -1.61039 -0.57122 -0.26118  -0.04
H -0.22199 -2.04167 0.21549  0.04
H 1.35308 -2.69978 0.53496  0.08

Its net charge is -1. The calculation puts the energy relative to the best compared isomer or geometry (same formula, charge and spin) at 479.6 kJ/mol. For the gap between HOMO and LUMO (alpha / beta), the calculation gives 7.44 / 7.47 eV. For the total energy, the calculation gives -772.44028 a.u. The calculation puts the HOMO energy (alpha / beta) at -3.626 / -3.643 eV.